Below is a cluster of 2 separate species, C5H10O in total at a distorted geometry, with properties calculated with ωB97M-V/def2-TZVPD.

```
16
Properties=species:S:1:pos:R:3:nbo_charge:R:1
C -0.2063 2.9733 2.7899 -0.37
C 0.7031 3.2016 1.7668 -0.18
C 1.9172 3.9669 1.9499 -0.67
H -1.3313 2.8262 2.7593 0.20
H 0.1646 2.6638 3.7102 0.17
H 0.1882 3.2618 0.7343 0.18
H 2.6642 3.5795 1.1245 0.20
H 2.0001 5.0912 1.9596 0.24
H 2.3750 3.4472 2.8001 0.22
C -0.9351 -3.7427 -3.3411 -0.49
C -1.1594 -3.6836 -2.0321 0.12
O -0.5184 -2.8221 -1.2110 -0.69
H -1.6511 -3.9119 -4.1576 0.21
H -0.1037 -3.3315 -4.0211 0.21
H -1.9897 -4.0111 -1.5104 0.16
H -0.0857 -3.3315 -0.5113 0.47
```

As for the energy relative to the best compared isomer or geometry (same formula, charge and spin): 96.8 kcal/mol. The HOMO energy is -9.13 eV. The total energy comes out at -7390.5697 eV. As for the SMILES: C=CC.C=CO.